# 1
C48H144N24O8P8 | ωB97M-V/def2-TZVPD

Geometry as XYZ:
```
232
Properties=species:S:1:pos:R:3:mulliken_charge:R:1
O -6.00621 2.17133 0.13410 -0.6627
P -7.12257 3.18342 0.28207 0.2431
N -7.38452 4.16723 -1.05859 0.2375
C -6.33279 5.07285 -1.51653 -1.3881
C -8.04610 3.49562 -2.20547 -0.9034
N -6.76599 4.33064 1.67657 0.3227
C -7.53262 5.61315 2.04109 -1.0386
C -5.96831 3.80546 2.70711 -0.8284
N -8.69863 2.52439 0.62251 0.2348
C -9.66202 3.34927 1.19466 -1.0832
C -9.02363 1.13499 0.66581 -1.0783
H -5.97297 5.64961 -0.66449 0.2980
H -6.74125 5.80219 -2.21604 0.4859
H -5.41681 4.58164 -1.84486 0.5048
H -8.95814 2.95102 -1.96113 0.2898
H -7.48197 2.61946 -2.52516 0.3047
H -8.18877 4.22565 -3.00222 0.3674
H -8.38241 5.31749 2.65635 0.3567
H -6.98086 6.28142 2.70220 0.4057
H -7.71575 6.27847 1.19734 0.2624
H -5.55397 4.64853 3.25999 0.4230
H -6.45143 3.07375 3.35464 0.2155
H -5.15418 3.26140 2.22827 0.0115
H -9.65269 3.20220 2.27465 0.2505
H -9.56016 4.35664 0.79103 0.3944
H -10.62582 2.87857 1.00066 0.3681
H -8.29604 0.59311 0.06158 0.2658
H -9.97644 1.03068 0.14681 0.3988
H -9.20665 0.71643 1.65546 0.3358
O 5.38671 -7.13744 4.27725 -0.8757
P 5.83739 -6.17112 3.16866 0.3459
N 7.00464 -5.07124 3.82288 0.2589
C 7.27058 -3.74830 3.26015 -0.9166
C 8.17576 -5.55384 4.51839 -1.1012
N 4.67575 -5.11176 2.68764 0.6120
C 3.89971 -5.39061 1.48532 -1.2049
C 3.89824 -4.49213 3.79533 -1.0356
N 6.47330 -7.08257 1.83964 0.2184
C 6.17152 -8.51304 1.67049 -0.9617
C 7.11983 -6.28898 0.80533 -0.8912
H 6.42278 -3.51391 2.61641 0.0266
H 8.08635 -3.63909 2.54553 0.4250
H 7.30939 -3.01459 4.06530 0.4379
H 9.08763 -5.17861 4.05383 0.3647
H 8.16395 -6.64377 4.52260 0.3209
H 8.22706 -5.25893 5.56648 0.3184
H 4.49805 -5.76520 0.65480 0.2987
H 3.01315 -6.00985 1.62187 0.4971
H 3.56739 -4.43539 1.07884 0.0749
H 3.58051 -3.49697 3.48419 0.2224
H 2.96310 -5.04478 3.88586 0.3343
H 4.43161 -4.39017 4.74043 0.3639
H 6.22152 -9.03516 2.62600 0.3237
H 5.15640 -8.66722 1.30462 0.3184
H 6.75064 -9.09957 0.95726 0.3687
H 8.10618 -6.00442 1.17170 0.2476
H 6.58208 -5.35698 0.63123 0.2775
H 7.27968 -6.90780 -0.07762 0.3443
O 0.54254 -7.38579 -0.22150 -0.7722
P -0.94153 -7.60181 -0.54667 0.2287
N -2.07523 -6.93783 0.60012 0.4086
C -1.65839 -5.83405 1.46542 -1.2182
C -3.48927 -7.37889 0.81600 -1.3159
N -1.43865 -9.22089 -0.85630 0.1559
C -1.56745 -10.01741 0.36326 -1.0283
C -0.96424 -10.00218 -1.98765 -0.8959
N -1.36303 -6.77340 -2.04132 0.5546
C -0.32904 -6.70389 -3.06586 -1.0024
C -2.66157 -6.32310 -2.48046 -1.0447
H -0.96934 -6.26669 2.19077 0.3285
H -2.55495 -5.57708 2.02955 0.4378
H -1.18130 -4.92483 1.09962 0.2825
H -3.75660 -8.10531 0.04857 0.4237
H -4.19283 -6.55260 0.91769 0.4174
H -3.49387 -8.01326 1.70238 0.4311
H -1.98456 -11.01338 0.21440 0.3645
H -0.55454 -9.99723 0.76538 0.4044
H -2.18584 -9.54281 1.12514 0.2140
H -0.43695 -9.33484 -2.66936 0.2828
H -0.16573 -10.60599 -1.55651 0.3531
H -1.82431 -10.57079 -2.34130 0.2595
H 0.54806 -7.30543 -2.82724 0.3860
H -0.58192 -7.16371 -4.02122 0.4014
H -0.05116 -5.67294 -3.28500 0.0329
H -3.20627 -7.15337 -2.92996 0.2856
H -2.69011 -5.48137 -3.17240 0.3386
H -3.24308 -6.07614 -1.59223 0.2340
O -3.41926 3.88477 7.38007 -0.8769
P -1.93756 4.07131 7.59485 0.5227
N -1.29406 5.68004 7.59912 0.1905
C 0.21152 5.88057 7.89788 -0.9433
C -2.09782 6.89667 7.40191 -1.0641
N -0.97804 3.23915 6.44694 0.1889
C -0.84477 3.87596 5.04506 -0.9611
C -1.03792 1.78446 6.32774 -1.2138
N -1.38270 3.49540 9.10563 0.2007
C -2.02431 3.74819 10.35943 -1.0018
C -0.00596 2.85609 9.28499 -1.0027
H 0.61138 5.01858 7.36385 0.3156
H 0.43144 5.74839 8.95725 0.1967
H 0.51224 6.86028 7.52662 0.4241
H -3.14218 6.67753 7.62414 0.3123
H -1.87278 7.25096 6.39596 0.3207
H -1.70909 7.70548 8.02063 0.3833
H -0.84094 4.94125 5.27581 0.3801
H 0.17465 3.76590 4.67522 0.3461
H -1.52339 3.49805 4.28037 0.1955
H -1.59216 1.43557 7.19906 0.4307
H -1.71863 1.63065 5.49043 0.3466
H 0.00495 1.46836 6.35219 0.2882
H -1.46295 3.44056 11.24166 0.3899
H -2.33128 4.79382 10.38260 0.2731
H -2.89693 3.10203 10.45484 0.3184
H 0.70245 3.16953 8.51817 0.2962
H -0.30648 1.80846 9.26876 0.4031
H 0.21873 3.03816 10.33592 0.3482
O 0.28361 0.46490 -1.14606 -0.5106
P -0.65737 0.09156 -0.11904 -0.0781
N -2.23601 -0.54928 -0.68679 0.3626
C -2.42259 -2.00716 -0.99562 -0.8836
C -3.04718 0.38576 -1.59870 -1.3154
N -1.09425 1.46391 0.90494 0.7110
C -2.23008 1.47326 1.78514 -0.9162
C -0.04362 2.38094 1.21678 -1.0802
N -0.03671 -1.13686 1.02689 0.5611
C 1.36835 -1.37780 1.15210 -0.3203
C -0.86938 -1.69838 2.03611 -0.9419
H -1.90797 -2.62331 -0.25831 -0.0560
H -2.10799 -2.22566 -2.01611 0.2864
H -3.45612 -2.15127 -0.68077 0.4383
H -2.40708 1.26082 -1.71113 0.3402
H -3.96055 0.68494 -1.08457 0.4684
H -3.18714 -0.10620 -2.56124 0.4100
H -2.03696 0.84113 2.65186 0.0822
H -2.41447 2.47920 2.16221 0.2955
H -3.08444 1.00019 1.30101 0.2944
H -0.30684 3.42948 1.35593 0.5063
H 0.60107 2.03489 2.02469 0.2404
H 0.56520 2.44789 0.31513 0.0960
H 1.91497 -0.96048 0.30643 -0.6530
H 1.63579 -0.99523 2.13709 0.3816
H 1.46883 -2.46171 1.20810 0.5137
H -0.20695 -2.27277 2.68370 0.5883
H -1.75393 -2.21771 1.66738 0.2809
H -1.41918 -0.94587 2.60140 -0.0707
O 7.05503 1.85432 -1.28261 -0.8586
P 5.71567 1.22584 -1.12267 0.1826
N 5.27101 0.22045 -2.40512 0.3096
C 3.98182 -0.49139 -2.56253 -0.2828
C 6.31502 -0.49482 -3.16714 -0.9699
N 4.34058 2.16593 -0.80536 0.3384
C 3.72321 2.48719 0.52871 -0.5378
C 3.83069 3.08099 -1.90445 -0.7560
N 5.89861 0.06065 0.18449 0.5369
C 4.76517 -0.86481 0.54415 -0.9609
C 7.09762 -0.12607 0.97018 -1.1865
H 3.05766 0.08460 -2.51497 0.1089
H 3.91376 -1.24598 -1.77890 0.0545
H 4.00091 -1.11372 -3.45720 0.0705
H 6.84427 -1.14587 -2.47135 0.3580
H 7.07373 0.22485 -3.47462 0.3215
H 5.90752 -1.09050 -3.98397 0.2602
H 2.71081 2.86100 0.37569 0.1047
H 3.68736 1.59483 1.15361 0.1943
H 4.36021 3.18930 1.06665 0.2895
H 2.90333 3.57473 -1.61407 0.1800
H 4.60943 3.79675 -2.16781 0.3178
H 3.74641 2.43998 -2.78201 0.2873
H 4.87067 -1.94175 0.41312 0.5039
H 4.54404 -0.75926 1.60625 0.4925
H 3.87784 -0.43887 0.07585 -0.2876
H 7.26600 0.81308 1.49719 0.3481
H 7.94652 -0.18720 0.28920 0.3002
H 7.00824 -0.91094 1.72125 0.3335
O -2.82717 7.84669 -3.04235 -0.8237
P -1.56534 7.17086 -3.44232 0.1195
N -0.23907 7.81169 -2.54627 0.3379
C 0.38918 9.11308 -2.80784 -1.1487
C 0.02908 7.18384 -1.21574 -0.8745
N -1.09605 7.40679 -5.14405 0.2604
C 0.09485 6.82386 -5.85380 -0.8968
C -2.02836 8.17035 -5.86297 -1.1397
N -1.55817 5.44474 -3.23941 0.2720
C -0.32365 4.73558 -3.38696 -0.8501
C -2.56399 4.93006 -2.26087 -0.8729
H 1.46365 8.94479 -2.73503 0.4075
H 0.02966 9.90853 -2.15509 0.3161
H 0.22807 9.48271 -3.82052 0.3313
H -0.97813 6.92069 -0.89265 0.2827
H 0.56785 7.80816 -0.50296 0.4188
H 0.59373 6.25153 -1.20719 0.1630
H -0.22715 5.85710 -6.24084 0.2417
H 0.37360 7.45942 -6.69431 0.4110
H 0.88687 6.78327 -5.10604 0.2854
H -3.07237 7.85834 -5.83502 0.2902
H -2.01061 9.16989 -5.42856 0.3471
H -1.95735 8.23173 -6.94892 0.3885
H -0.16171 3.99858 -2.60039 0.2474
H -0.27329 4.26182 -4.36732 0.2131
H 0.54725 5.38972 -3.42894 0.3056
H -3.51736 4.83204 -2.78008 0.4467
H -2.71939 5.70727 -1.51261 0.3997
H -2.17853 4.05720 -1.73394 0.0986
O -0.90210 -1.91505 -6.82835 -0.8557
P 0.54131 -1.80471 -6.47132 0.4606
N 1.53794 -0.79463 -7.50764 0.3640
C 2.99151 -0.75694 -7.33398 -0.8147
C 1.16941 -0.23507 -8.84566 -1.0469
N 1.40174 -3.36503 -6.35951 0.0740
C 2.57076 -3.73078 -5.61976 -0.9395
C 0.55563 -4.55497 -6.48564 -1.0639
N 0.77223 -1.06836 -4.86620 0.5319
C 0.55785 -1.84630 -3.60811 -0.0579
C 0.71023 0.37995 -4.65761 -0.7340
H 3.44849 -1.50312 -7.98399 0.3153
H 3.28988 -0.89417 -6.29464 -0.0429
H 3.38045 0.20505 -7.66774 0.4034
H 0.10321 -0.06812 -8.99877 0.3152
H 1.41092 -0.95799 -9.62487 0.3752
H 1.64730 0.70789 -9.11127 0.3303
H 2.71008 -4.80669 -5.51441 0.4416
H 3.52122 -3.28091 -5.90672 0.2925
H 2.41083 -3.49404 -4.56786 0.2305
H 0.34282 -5.22258 -5.65071 0.2605
H -0.43622 -4.29171 -6.85309 0.3862
H 1.01641 -5.22726 -7.20939 0.4185
H 1.27099 -1.48717 -2.86612 -0.0585
H -0.50076 -1.83741 -3.34856 0.3532
H 0.69224 -2.89370 -3.87829 -0.5101
H -0.32109 0.73147 -4.68782 0.2686
H 1.36706 0.81161 -5.41283 0.3313
H 1.08210 0.54581 -3.64652 -0.0543
```

Output
2S+1 ... 1
HOMO level ... -8.104 eV
ΔE to the lowest compared entry with this formula, charge and spin ... 1036.7 kJ/mol
Charge ... 0
SMILES ... CN(C)P(=O)(N(C)C)N(C)C.CN(C)P(=O)(N(C)C)N(C)C.CN(C)P(=O)(N(C)C)N(C)C.CN(C)P(=O)(N(C)C)N(C)C.CN(C)P(=O)(N(C)C)N(C)C.CN(C)P(=O)(N(C)C)N(C)C.CN(C)P(=O)(N(C)C)N(C)C.CN(C)P(=O)(N(C)C)N(C)C

---

# 2
C3H10SSi | ωB97M-V/def2-TZVPD

Geometry as XYZ:
```
15
Properties=species:S:1:pos:R:3:mulliken_charge:R:1
C -0.39961 0.89093 -2.41140 -1.2793
C -0.38927 -0.11284 -1.26646 -0.1706
C -1.15335 0.38171 -0.04686 -0.5613
Si 1.35247 -0.95387 2.51108 0.4105
S -0.73300 -0.67819 1.32664 -0.0946
H 0.11159 1.80908 -2.11707 0.3264
H -1.41654 1.13853 -2.70305 0.3400
H 0.12017 0.47555 -3.27575 0.3364
H -0.82918 -1.05917 -1.60069 0.2949
H 0.66750 -0.32285 -1.02481 0.2651
H -0.86142 1.40658 0.20659 0.1839
H 1.90096 0.36938 2.76610 -0.0784
H 0.79711 -1.58822 3.69630 -0.0992
H 2.15655 -1.81214 1.66881 -0.0796
H -1.32400 0.05553 2.27057 0.2055
```

Output
2S+1 ... 1
HOMO level ... -6.835 eV
ΔE to the lowest compared entry with this formula, charge and spin ... 267.7 kJ/mol
Charge ... 0

---

# 3
H16O8 | ωB97M-V/def2-TZVPD

Geometry as XYZ:
```
24
Properties=species:S:1:pos:R:3:mulliken_charge:R:1
O 0.20747 0.15571 -0.19980 -0.6427
H 0.93368 -0.26057 -0.66407 0.3138
H 0.11251 1.01051 -0.61995 0.3287
O -1.19072 5.43585 -1.88830 -0.6443
H -0.62144 5.64919 -1.14895 0.3241
H -2.06626 5.69266 -1.59896 0.3164
O 0.50053 5.05798 2.18660 -0.6345
H 1.30867 5.47109 2.49071 0.3165
H 0.31949 4.37822 2.83575 0.3220
O 2.49287 -0.46553 -4.05387 -0.6348
H 1.65653 -0.67744 -4.46842 0.3257
H 3.00152 -0.03941 -4.74374 0.3108
O 0.22291 -4.03760 3.86350 -0.6380
H 0.65950 -4.12027 3.01568 0.3212
H 0.63420 -4.70606 4.41143 0.3171
O -1.76316 0.19546 3.90663 -0.6460
H -1.36726 0.08424 3.04226 0.3161
H -1.52934 -0.60174 4.38206 0.3248
O -3.07956 -1.33273 -2.85729 -0.6410
H -3.76961 -1.95671 -2.63210 0.3225
H -2.62137 -1.17348 -2.03210 0.3204
O 2.19190 -4.65062 -0.74985 -0.6337
H 1.70475 -5.28927 -1.27047 0.3202
H 2.06209 -3.81953 -1.20666 0.3146
```

Output
2S+1 ... 1
HOMO level ... -11.274 eV
ΔE to the lowest compared entry with this formula, charge and spin ... 266.1 kJ/mol
Charge ... 0
SMILES ... O.O.O.O.O.O.O.O